No. 1
{
  "formula": "C20H33N2O",
  "method": "ωB97M-V/def2-TZVPD",
  "homo_ev": -11.53,
  "de_lowest_ev": 0.357,
  "total_energy_ha": -966.45660,
  "total_charge": 1,
  "gap_ev": 9.400,
  "lumo_ev": -2.13,
  "fmax_ev_per_a": 0.71,
  "smiles": "CCCCN(C)C(=O)[C@H]1CC[N@H+](CCCc2ccccc2)CC1",
  "symbols": ["O", "N", "N", "C", "C", "C", "C", "C", "C", "C", "C", "C", "C", "C", "C", "C", "C", "C", "C", "C", "C", "C", "C", "H", "H", "H", "H", "H", "H", "H", "H", "H", "H", "H", "H", "H", "H", "H", "H", "H", "H", "H", "H", "H", "H", "H", "H", "H", "H", "H", "H", "H", "H", "H", "H", "H"],
  "xyz": [[-0.239, 0.885, 1.551], [-2.192, -0.720, 1.291], [-0.165, 2.964, 0.721], [-0.832, 1.921, 1.193], [3.185, 2.329, -1.018], [-2.359, 1.971, 1.271], [3.266, -2.499, -2.478], [1.650, -3.827, -1.302], [-2.872, 1.254, 2.538], [-3.177, -0.225, 2.267], [-0.783, 4.195, 0.274], [1.283, 2.857, 0.584], [-1.939, -2.174, 1.309], [2.332, -1.485, -2.606], [-2.957, 1.281, 0.036], [1.063, -1.643, -2.078], [-0.587, -2.513, 0.671], [-2.514, -0.187, -0.049], [3.801, 1.162, -0.256], [2.921, -3.672, -1.828], [0.708, -2.815, -1.423], [1.670, 2.432, -0.834], [-0.656, -2.955, -0.800], [-0.016, 4.824, -0.169], [-1.256, -0.204, 1.552], [0.073, -1.646, 0.758], [3.390, 2.202, -2.082], [-4.185, -0.364, 1.869], [-4.043, 1.349, 0.104], [3.320, 0.226, -0.532], [3.642, -4.468, -1.731], [4.858, 1.082, -0.493], [3.653, 3.263, -0.703], [0.335, -0.850, -2.194], [-1.934, -2.485, 2.355], [-0.119, -3.315, 1.241], [2.592, -0.572, -3.122], [-1.617, -0.271, -0.663], [1.384, -4.746, -0.800], [-2.755, -2.697, 0.802], [-0.988, -3.992, -0.852], [1.728, 3.822, 0.830], [-3.095, -0.796, 3.193], [1.271, 3.157, -1.548], [4.256, -2.378, -2.888], [1.629, 2.113, 1.301], [-1.225, 4.739, 1.111], [-1.371, -2.350, -1.358], [-3.305, -0.794, -0.498], [1.219, 1.460, -1.048], [-2.691, 3.008, 1.297], [3.709, 1.296, 0.819], [-2.657, 1.796, -0.877], [-2.120, 1.333, 3.324], [-3.776, 1.744, 2.896], [-1.548, 4.013, -0.481]],
  "nbo_charge": [-0.689, -0.428, -0.385, 0.703, -0.394, -0.309, -0.214, -0.233, -0.408, -0.223, -0.418, -0.225, -0.209, -0.194, -0.417, -0.262, -0.424, -0.229, -0.612, -0.193, 0.069, -0.403, -0.439, 0.234, 0.491, 0.225, 0.211, 0.214, 0.229, 0.210, 0.223, 0.222, 0.202, 0.194, 0.225, 0.236, 0.215, 0.231, 0.211, 0.215, 0.224, 0.208, 0.236, 0.203, 0.223, 0.240, 0.215, 0.198, 0.228, 0.201, 0.248, 0.200, 0.238, 0.235, 0.241, 0.207]
}



No. 2
{
  "formula": "C19H20Br2ClO8S",
  "method": "ωB97M-V/def2-TZVPD",
  "homo_ev": -11.37,
  "total_energy_ha": -7344.04121,
  "total_charge": 1,
  "gap_ev": 7.798,
  "lumo_ev": -3.58,
  "fmax_ev_per_a": 0.46,
  "symbols": ["Br", "Br", "Cl", "S", "O", "O", "O", "O", "O", "O", "O", "O", "C", "C", "C", "C", "C", "C", "C", "C", "C", "C", "C", "C", "C", "C", "C", "C", "C", "C", "C", "H", "H", "H", "H", "H", "H", "H", "H", "H", "H", "H", "H", "H", "H", "H", "H", "H", "H", "H", "H"],
  "xyz": [[2.266, 3.789, 0.250], [-1.035, 3.307, 0.188], [2.676, 2.798, -5.329], [2.051, 4.055, -2.873], [-2.988, 1.984, 1.952], [2.626, -5.396, -0.557], [-5.903, -0.170, 4.940], [-4.954, -2.428, 4.077], [-1.520, -3.897, 2.337], [0.018, -5.742, 3.340], [1.127, -3.539, -1.531], [-2.080, -0.268, 1.042], [-4.472, -1.453, 3.539], [-4.509, 1.051, 3.499], [-0.301, -3.600, 0.340], [-0.578, -4.202, 1.627], [3.423, 0.928, -1.746], [-0.070, 3.597, -1.371], [0.353, -5.270, 2.153], [3.702, 1.678, -3.053], [3.595, 4.839, -2.498], [-0.903, 3.644, -2.619], [-3.494, 1.000, 2.479], [1.421, -5.690, 1.457], [1.692, -5.099, 0.166], [-3.460, -1.497, 2.498], [2.505, 2.434, -3.610], [-3.006, -0.344, 2.002], [1.261, 3.763, -1.322], [0.768, -4.019, -0.350], [-4.978, -0.102, 4.005], [4.558, 2.348, -2.953], [-0.376, 3.293, -3.505], [2.091, -6.455, 1.823], [-1.945, 0.685, 0.886], [1.920, -4.050, -1.792], [4.189, 4.242, -1.812], [-0.798, -5.278, 3.611], [-1.787, 3.022, -2.491], [3.355, 5.809, -2.065], [2.383, 0.604, -1.677], [-0.965, -2.824, -0.017], [1.592, 1.848, -3.481], [-3.100, -2.458, 2.157], [3.675, 1.520, -0.871], [3.974, 0.966, -3.833], [-6.049, -1.120, 5.122], [4.040, 0.030, -1.716], [4.115, 4.984, -3.446], [-1.246, 4.666, -2.798], [-4.861, 2.019, 3.827]],
  "nbo_charge": [0.181, 0.222, 0.037, 0.900, -0.599, -0.538, -0.612, -0.517, -0.558, -0.616, -0.635, -0.663, 0.474, -0.409, -0.401, 0.484, -0.623, -0.038, 0.335, -0.445, -0.782, -0.678, 0.474, -0.393, 0.473, -0.405, -0.331, 0.372, -0.430, 0.335, 0.353, 0.223, 0.223, 0.252, 0.497, 0.510, 0.263, 0.511, 0.266, 0.280, 0.214, 0.247, 0.249, 0.271, 0.221, 0.255, 0.513, 0.245, 0.278, 0.265, 0.249]
}



No. 3
{
  "formula": "C5H12NO",
  "method": "ωB97M-V/def2-TZVPD",
  "homo_ev": -2.33,
  "de_lowest_ev": 6.249,
  "total_energy_ha": -327.46641,
  "total_charge": -1,
  "gap_ev": 5.845,
  "lumo_ev": 3.52,
  "fmax_ev_per_a": 3.98,
  "symbols": ["O", "N", "C", "C", "C", "C", "C", "H", "H", "H", "H", "H", "H", "H", "H", "H", "H", "H", "H"],
  "xyz": [[2.858, 0.369, -0.737], [-1.685, -1.229, 0.649], [0.211, 0.380, 0.123], [1.131, -0.747, 0.545], [-1.251, -0.022, 0.146], [2.645, -0.467, 0.342], [-2.217, 0.993, -0.237], [-1.739, 0.845, 0.908], [-0.563, 0.507, -2.604], [-2.065, 1.859, -0.828], [0.678, 0.745, -0.766], [0.280, 1.277, 0.733], [-3.174, 0.586, -0.639], [3.070, -1.561, 0.332], [0.738, -1.596, -0.035], [1.019, -1.009, 1.577], [-2.036, -1.081, 1.589], [3.197, 0.007, 1.245], [-1.098, 0.143, -2.340]],
  "nbo_charge": [-0.976, -0.920, -0.528, -0.415, 0.261, -0.012, -0.563, 0.341, 0.021, 0.223, 0.291, 0.207, 0.233, 0.062, 0.197, 0.176, 0.347, 0.075, -0.020]
}



No. 4
{
  "formula": "H4NO2SSi",
  "method": "ωB97M-V/def2-TZVPD",
  "homo_ev": -4.46,
  "de_lowest_ev": 1.847,
  "total_energy_ha": -895.30562,
  "total_charge": -1,
  "gap_ev": 7.462,
  "lumo_ev": 3.00,
  "fmax_ev_per_a": 3.66,
  "symbols": ["S", "Si", "O", "O", "N", "H", "H", "H", "H"],
  "xyz": [[2.349, -0.350, -0.371], [-1.230, -0.120, 0.388], [-1.559, -0.644, -0.994], [3.294, 0.729, -0.565], [2.918, -1.156, 0.872], [-1.692, -1.042, 1.438], [0.401, -0.159, 0.622], [-1.490, 1.130, 0.990], [2.157, -1.731, 1.145]],
  "nbo_charge": [1.462, 1.378, -1.308, -0.902, -0.991, -0.313, -0.372, -0.298, 0.344]
}



No. 5
{
  "formula": "C30H56O30",
  "method": "ωB97M-V/def2-TZVPD",
  "homo_ev": -10.38,
  "de_lowest_ev": 5.380,
  "total_energy_ha": -3433.69365,
  "total_charge": 0,
  "gap_ev": 10.484,
  "lumo_ev": 0.11,
  "fmax_ev_per_a": 6.75,
  "smiles": "COC(=O)OC.COC(=O)OC.COC(=O)OC.COC(=O)OC.COC(=O)OC.COC(=O)OC.COC(=O)OC.COC(=O)OC.O=C1OCCO1.O=C1OCCO1",
  "symbols": ["O", "O", "O", "O", "O", "O", "O", "O", "O", "O", "O", "O", "O", "O", "O", "O", "O", "O", "O", "O", "O", "O", "O", "O", "O", "O", "O", "O", "O", "O", "C", "C", "C", "C", "C", "C", "C", "C", "C", "C", "C", "C", "C", "C", "C", "C", "C", "C", "C", "C", "C", "C", "C", "C", "C", "C", "C", "C", "C", "C", "H", "H", "H", "H", "H", "H", "H", "H", "H", "H", "H", "H", "H", "H", "H", "H", "H", "H", "H", "H", "H", "H", "H", "H", "H", "H", "H", "H", "H", "H", "H", "H", "H", "H", "H", "H", "H", "H", "H", "H", "H", "H", "H", "H", "H", "H", "H", "H", "H", "H", "H", "H", "H", "H", "H", "H"],
  "xyz": [[7.584, -1.992, -0.373], [-4.513, 9.858, -0.169], [0.169, -8.878, -8.177], [-5.434, 9.209, -2.245], [10.247, -10.818, -1.195], [-10.159, 7.758, 3.036], [0.312, -1.551, 0.447], [-8.344, 8.501, 4.306], [4.332, 4.947, -7.321], [0.718, 0.732, 0.432], [3.815, 2.404, 8.228], [-2.781, -1.799, 8.545], [-4.287, -1.640, 10.167], [9.692, -8.940, -0.130], [-3.612, 8.270, -1.468], [-0.138, -7.652, -9.857], [-1.025, -0.151, 1.657], [8.776, -0.198, -0.984], [5.823, 3.289, -7.871], [8.927, -2.129, -2.021], [5.158, 4.171, 9.209], [-3.053, -3.538, 9.872], [-1.922, -8.574, -8.863], [-9.013, 6.290, 4.230], [-11.347, -1.362, -2.420], [-9.485, -0.786, -1.652], [8.244, -9.831, -1.627], [4.723, 2.134, 10.255], [5.295, 3.597, -5.737], [-10.196, -2.934, -1.207], [6.009, 3.937, -9.114], [-10.360, -1.779, -1.705], [-6.634, 9.950, -2.123], [10.962, -8.941, 0.582], [-1.426, 1.019, 2.367], [3.944, 2.946, 6.933], [-12.511, -2.195, -2.764], [5.010, 3.990, -7.013], [9.442, -1.238, -2.941], [-3.493, -2.285, 9.512], [-2.096, -3.951, 8.904], [8.405, -1.499, -1.024], [1.227, -1.944, -0.478], [-0.156, -9.190, -6.847], [-8.422, -0.818, -0.678], [9.422, -9.961, -0.959], [7.387, -8.717, -1.394], [4.631, 4.285, -4.667], [0.017, -0.218, 0.812], [-9.015, 7.539, 3.879], [9.480, 0.114, -2.244], [5.476, 2.419, 11.408], [4.539, 3.040, 9.195], [-7.979, 5.695, 5.080], [-0.690, -8.369, -8.969], [-0.717, -7.462, -11.134], [-1.682, -2.614, 8.269], [-10.775, 6.712, 2.295], [-2.457, 8.107, -0.591], [-4.507, 9.154, -1.183], [7.265, -8.439, -0.347], [10.415, -1.556, -3.315], [-7.186, 9.753, -1.203], [-1.171, -9.451, -6.546], [-1.616, 7.589, -1.052], [-1.592, -6.813, -11.138], [-8.904, -0.946, 0.291], [-0.059, -8.256, -6.292], [-1.522, -2.893, 7.227], [-7.859, -1.720, -0.916], [10.776, -9.788, 1.241], [-7.934, 4.621, 4.897], [3.556, 4.114, -4.611], [0.920, -2.265, -1.474], [-2.500, 0.980, 2.552], [6.910, 3.460, -9.501], [-7.830, 0.091, -0.785], [1.933, -2.666, -0.067], [-0.752, -2.304, 8.744], [11.810, -9.197, -0.053], [8.674, -1.300, -3.711], [-2.786, 7.597, 0.315], [-6.365, 11.006, -2.084], [-0.176, -6.959, -11.935], [-13.314, -1.935, -2.075], [9.042, 0.965, -2.764], [-2.248, 9.149, -0.350], [-1.337, 1.775, 1.586], [-12.987, -1.929, -3.708], [4.698, 5.357, -4.856], [-1.306, -4.332, 9.552], [6.413, -8.985, -1.803], [-11.143, 5.979, 3.013], [10.486, 0.396, -1.933], [3.435, 3.904, 6.831], [5.131, 3.989, -3.745], [7.783, -7.876, -1.963], [3.463, 2.374, 6.139], [-6.971, 6.074, 4.917], [5.441, 1.727, 12.249], [-11.645, 7.006, 1.708], [10.965, -8.020, 1.165], [4.963, 3.192, 6.635], [-2.542, -4.690, 8.238], [-8.151, 5.766, 6.154], [-7.324, 9.869, -2.963], [-0.724, 1.218, 3.176], [6.486, 2.407, 10.999], [5.168, 3.791, -9.791], [0.660, -9.791, -6.448], [5.419, 3.402, 11.875], [1.906, -1.098, -0.582], [-10.101, 6.239, 1.582], [-1.025, -8.439, -11.507], [-12.378, -3.272, -2.867], [6.189, 5.010, -9.176]],
  "lowdin_charge": [0.195, 0.094, 0.037, -0.035, 0.114, -0.050, -0.032, 0.098, 0.120, 0.086, 0.000, 0.099, 0.138, -0.052, 0.005, 0.049, -0.024, 0.061, -0.010, 0.088, 0.051, 0.045, 0.077, -0.004, 0.028, -0.018, -0.005, -0.044, -0.020, 0.055, -0.077, -0.609, -0.073, -0.005, -0.023, -0.071, 0.001, -0.536, -0.137, -0.570, -0.122, -0.666, -0.112, -0.040, -0.016, -0.574, -0.051, -0.042, -0.468, -0.508, -0.068, -0.079, -0.421, 0.001, -0.677, -0.032, -0.120, -0.081, 0.009, -0.559, 0.094, 0.136, 0.093, 0.100, 0.096, 0.095, 0.098, 0.094, 0.133, 0.094, 0.095, 0.089, 0.095, 0.097, 0.099, 0.095, 0.095, 0.096, 0.136, 0.097, 0.138, 0.097, 0.090, 0.093, 0.092, 0.128, 0.093, 0.090, 0.085, 0.091, 0.132, 0.093, 0.085, 0.124, 0.093, 0.095, 0.096, 0.095, 0.096, 0.092, 0.089, 0.097, 0.099, 0.131, 0.095, 0.090, 0.104, 0.093, 0.095, 0.100, 0.092, 0.087, 0.090, 0.104, 0.096, 0.096]
}



No. 6
{
  "formula": "C16H17ClI2N2O5Se2V",
  "method": "ωB97M-V/def2-TZVPD",
  "homo_ev": [-14.64, -14.64],
  "de_lowest_ev": 3.916,
  "s2": 0.7901,
  "total_energy_ha": -7907.40406,
  "total_charge": 2,
  "gap_ev": [6.884, 7.525],
  "lumo_ev": [-7.75, -7.11],
  "fmax_ev_per_a": 0.29,
  "multiplicity": 2,
  "symbols": ["I", "I", "Se", "Se", "V", "Cl", "O", "O", "O", "O", "O", "N", "N", "C", "C", "C", "C", "C", "C", "C", "C", "C", "C", "C", "C", "C", "C", "C", "C", "H", "H", "H", "H", "H", "H", "H", "H", "H", "H", "H", "H", "H", "H", "H", "H", "H"],
  "xyz": [[-0.075, 3.191, 2.440], [2.338, 1.157, 4.198], [0.027, -3.709, -1.560], [-1.431, -3.969, 0.233], [0.692, 1.406, 0.171], [2.830, 2.500, 0.463], [-1.525, -1.425, 1.366], [-0.284, 2.630, -0.652], [-2.396, 3.480, -1.036], [-1.140, 0.389, -2.490], [0.141, 0.035, 1.702], [-1.038, 0.352, -0.122], [1.490, -1.986, 0.113], [-3.927, -0.503, -0.448], [2.557, -1.628, 0.837], [-3.527, 0.763, -0.388], [2.738, -3.889, -0.645], [-3.175, -1.764, -0.409], [-0.790, -0.431, 1.046], [-2.164, 1.311, -0.146], [2.441, 1.447, -0.871], [1.054, 2.828, 4.227], [3.755, -2.321, 0.837], [3.850, -3.470, 0.068], [-2.164, -2.209, 0.325], [-1.617, 2.363, -1.134], [1.587, -3.117, -0.587], [-0.480, -0.086, -1.409], [-1.521, 1.777, -2.535], [2.410, 1.962, -1.826], [4.765, -4.048, 0.045], [-2.498, 1.796, -3.013], [-4.278, 1.543, -0.458], [-2.155, 4.149, -1.691], [-0.801, 2.335, -3.136], [2.754, -4.805, -1.219], [0.326, 2.699, 5.018], [-0.383, -1.171, -1.483], [-4.987, -0.660, -0.616], [2.437, -0.751, 1.469], [-2.171, 1.812, 0.829], [-3.559, -2.520, -1.087], [1.647, 3.723, 4.365], [0.632, 0.255, -1.385], [4.584, -1.978, 1.439], [3.030, 0.535, -0.848]],
  "nbo_charge": [0.386, 0.231, 0.217, 0.304, 1.100, 0.248, -0.433, -0.676, -0.667, -0.467, -0.564, -0.539, -0.532, -0.199, 0.017, -0.178, -0.244, -0.242, 0.997, -0.103, -0.629, -0.707, -0.226, -0.122, 0.041, 0.485, 0.035, 0.147, -0.121, 0.268, 0.251, 0.242, 0.261, 0.509, 0.221, 0.255, 0.254, 0.282, 0.259, 0.195, 0.259, 0.272, 0.250, 0.155, 0.245, 0.262]
}